Record 1
57
Properties=species:S:1:pos:R:3:nbo_charge:R:1 method="wB97M-V/def2-TZVPD" lumo_ev="0.497 / 0.561" s2=0.791 de_lowest_kj_mol=208.2 molar_mass_g_mol=800.12 homo_energy_ev="-5.06 / -4.91" total_charge=-1 spin_multiplicity=2
Ir 0.630 -2.383 0.519 0.1511
S 0.188 -6.729 -1.162 -0.6339
As 0.937 -5.769 0.506 0.9525
S -0.666 -4.020 1.136 -0.3709
S 2.208 -3.987 -0.012 -0.3356
S 1.548 -6.631 2.278 -0.6273
Se 2.754 -1.091 0.697 -0.0440
C 3.389 0.199 -0.626 -0.1358
C 3.766 1.515 -0.402 -0.3007
C 4.411 2.221 -1.412 0.0335
N 4.709 1.728 -2.608 -0.4354
C 4.373 0.453 -2.810 0.0234
C 3.734 -0.337 -1.869 -0.2894
H 3.599 2.003 0.541 0.2247
H 4.701 3.253 -1.236 0.1846
H 4.629 0.037 -3.780 0.1895
H 3.506 -1.372 -2.090 0.2363
C -3.713 0.172 0.161 -1.1167
Si -2.429 -1.185 0.467 1.3713
C -2.833 -1.762 2.218 -1.1397
C -2.826 -2.469 -0.845 -1.1402
Si -0.199 -0.116 0.243 -0.0780
Si -0.452 1.096 -1.812 1.2837
C -1.799 2.415 -1.710 -1.0981
C 1.029 2.080 -2.384 -1.1046
C -0.866 -0.147 -3.160 -1.1138
Si 0.020 1.147 2.240 1.2730
C -0.061 -0.047 3.690 -1.1186
C -1.433 2.353 2.326 -1.1092
C 1.571 2.148 2.511 -1.1212
H -4.675 -0.329 0.311 0.2337
H -3.692 0.541 -0.862 0.2250
H -3.662 1.017 0.846 0.2302
H -3.692 -2.437 2.171 0.2377
H -3.126 -0.895 2.818 0.2246
H -2.029 -2.278 2.732 0.2582
H -3.769 -2.965 -0.599 0.2339
H -2.061 -3.231 -0.950 0.2714
H -2.950 -1.974 -1.812 0.2263
H -1.582 3.162 -0.944 0.2319
H -2.810 2.049 -1.554 0.2314
H -1.778 2.922 -2.680 0.2307
H 1.211 2.957 -1.761 0.2338
H 0.812 2.418 -3.402 0.2307
H 1.938 1.492 -2.415 0.2462
H -1.916 -0.444 -3.128 0.2330
H -0.265 -1.054 -3.062 0.2546
H -0.668 0.296 -4.139 0.2326
H -1.064 -0.443 3.852 0.2368
H 0.260 0.461 4.604 0.2291
H 0.606 -0.896 3.517 0.2574
H -2.403 1.856 2.344 0.2289
H -1.425 3.060 1.493 0.2296
H -1.335 2.923 3.255 0.2307
H 2.429 1.498 2.354 0.2524
H 1.584 2.499 3.546 0.2307
H 1.636 3.015 1.850 0.2283

***

Record 2
26
Properties=species:S:1:pos:R:3:nbo_charge:R:1 method="wB97M-V/def2-TZVPD" lumo_ev=0.483 de_lowest_kj_mol=5.2 molar_mass_g_mol=220.72 homo_energy_ev=-9.04 total_charge=0 spin_multiplicity=1
C -3.367 -0.374 1.149 -0.2171
C -2.106 -0.678 1.709 -0.1956
C -3.475 -0.457 -0.209 -0.2029
C -1.095 -1.248 0.999 -0.2610
C -2.479 -0.865 -1.054 -0.0592
C -1.304 -1.276 -0.403 0.0078
C -2.536 -1.093 -2.596 -0.6229
C 3.824 2.206 0.638 -0.6550
C 2.380 1.740 0.282 -0.6014
O 3.556 -0.474 -0.148 -0.9221
O 2.404 -0.366 2.036 -0.9203
S 2.103 -0.111 0.604 1.4833
Cl 0.136 -1.941 -1.210 -0.0403
H -4.109 0.174 1.752 0.2224
H -2.084 -0.598 2.851 0.2167
H -4.493 -0.162 -0.594 0.2132
H -0.203 -1.573 1.552 0.2525
H 3.636 -0.406 -1.123 0.4980
H -3.024 -2.132 -2.713 0.2314
H -1.481 -1.107 -2.852 0.2295
H -2.998 -0.260 -3.041 0.2201
H 4.550 2.525 -0.119 0.2199
H 3.802 3.018 1.324 0.2168
H 4.533 1.419 1.074 0.2459
H 2.238 1.889 -0.792 0.2171
H 1.593 2.152 0.885 0.2232

***

Record 3
102
Properties=species:S:1:pos:R:3:mulliken_charge:R:1 method="wB97M-V/def2-TZVPD" lumo_ev=0.012 de_lowest_kj_mol=55.6 molar_mass_g_mol=588.74 homo_energy_ev=-9.11 total_charge=0 spin_multiplicity=1
C -5.267 24.876 1.309 -1.3032
C -5.198 23.400 1.651 0.9560
O -3.855 23.031 1.276 -0.3673
H -6.267 25.303 1.519 0.4068
H -5.018 24.928 0.247 0.2580
H -4.553 25.582 1.788 0.4130
H -5.882 22.829 1.034 -0.5364
H -5.379 23.093 2.644 0.1465
H -3.287 23.800 1.305 0.2052
C -5.245 16.693 -0.438 -0.7863
C -3.811 16.529 -1.008 0.1955
O -3.034 16.226 0.089 -0.5892
H -5.990 17.111 -1.174 0.0245
H -5.241 17.321 0.494 0.0870
H -5.724 15.747 -0.242 0.6299
H -3.374 17.405 -1.469 -0.2774
H -3.830 15.704 -1.799 0.4040
H -2.084 16.117 -0.121 0.4023
C -1.140 18.208 -3.090 -0.5557
C 0.270 18.811 -3.240 -0.2855
O 1.158 17.734 -3.326 -0.5289
H -1.080 17.614 -2.190 0.1924
H -1.604 17.714 -3.953 0.3942
H -1.858 18.983 -2.867 0.0502
H 0.507 19.393 -2.364 0.1382
H 0.385 19.388 -4.157 0.3569
H 1.964 18.073 -3.063 0.2949
C -0.585 18.546 0.761 0.3860
C -0.698 17.296 1.603 -0.3781
O -0.361 16.282 0.703 -0.6760
H -0.918 19.436 1.157 -0.5445
H -1.154 18.424 -0.182 -0.3676
H 0.434 18.683 0.414 0.5139
H -1.711 17.034 2.043 0.1058
H -0.061 17.356 2.499 0.4457
H -0.529 15.373 0.977 0.3199
C -0.558 22.485 0.555 0.6013
O -1.261 22.167 -0.572 -0.5234
N 0.211 23.517 0.625 -0.4529
N -0.836 22.008 1.716 -0.1814
H 0.359 23.990 -0.246 0.2841
H 0.787 23.786 1.469 0.1743
H -1.532 21.306 1.774 -0.0321
H -0.440 22.458 2.563 0.2507
C -3.275 19.594 3.070 -0.1765
O -2.703 19.188 4.184 -0.8225
N -4.009 18.880 2.291 0.9034
N -3.155 20.794 2.641 0.4240
H -4.130 17.866 2.567 0.3156
H -3.888 18.985 1.276 -1.0291
H -2.766 21.432 3.350 0.2978
H -3.644 21.251 1.905 -0.2557
C -6.922 20.587 3.276 0.4052
O -8.199 20.952 3.638 -0.8097
N -6.683 19.581 2.458 -0.3221
N -5.828 21.132 3.710 -0.1984
H -7.475 18.958 2.244 0.5365
H -5.724 19.200 2.276 0.1780
H -5.967 21.794 4.457 0.2659
H -4.893 20.835 3.407 -0.1576
C -9.205 20.883 0.525 -0.8354
O -7.870 20.826 0.285 0.2115
H -9.598 19.966 0.043 0.2490
H -9.716 21.705 0.044 0.3562
H -9.581 20.844 1.589 0.2305
H -7.448 20.285 0.938 -0.0259
C -7.767 23.955 -1.251 -0.6472
O -7.122 22.799 -1.641 -0.3588
H -7.379 24.830 -1.731 0.2659
H -7.600 23.974 -0.107 0.1471
H -8.860 23.835 -1.435 0.3186
H -7.462 22.042 -1.172 0.2153
C -4.759 20.677 -4.692 -0.3409
O -3.886 19.565 -4.581 -0.4827
H -5.436 20.611 -5.579 0.2992
H -4.217 21.553 -4.930 0.3035
H -5.408 20.800 -3.849 -0.0487
H -4.406 18.791 -4.349 0.2983
C -8.502 17.419 0.665 -0.3474
O -8.687 17.801 2.056 -0.5008
H -8.302 16.393 0.422 0.4483
H -7.705 17.994 0.151 -0.2554
H -9.459 17.532 0.110 0.3510
H -9.076 17.111 2.565 0.2677
C -3.766 24.018 -2.082 -0.0044
O -2.672 24.814 -1.723 -0.5737
H -4.684 24.685 -2.014 0.0947
H -3.953 23.186 -1.422 -0.1659
H -3.706 23.642 -3.147 0.2995
H -1.944 24.251 -1.510 0.2963
C -7.488 18.907 -2.820 0.1958
O -7.649 17.955 -3.808 -0.5706
H -8.265 18.750 -1.996 0.2171
H -7.720 19.900 -3.220 0.4241
H -6.438 18.957 -2.504 -0.5322
H -8.521 18.014 -4.207 0.3108
C -4.674 20.173 -0.690 1.4359
O -3.333 19.945 -0.293 0.4887
H -5.132 21.161 -0.604 -0.6536
H -5.270 19.426 -0.090 -0.4735
H -4.685 19.982 -1.812 -0.3316
H -2.828 20.609 -0.719 -0.3818

***

Record 4
14
Properties=species:S:1:pos:R:3:nbo_charge:R:1 method="wB97M-V/def2-TZVPD" lumo_ev=0.749 smiles="CSC(=O)N1CC1" de_lowest_kj_mol=242.3 molar_mass_g_mol=117.17 homo_energy_ev=-9.53 total_charge=0 spin_multiplicity=1
C -2.782 0.339 0.172 -0.7076
S -1.720 -1.088 -0.348 0.2345
C -0.271 -0.098 -0.272 0.5148
O -0.286 1.143 -0.306 -0.5997
N 0.890 -0.815 -0.190 -0.5113
C 2.016 -0.101 -0.751 -0.2365
C 1.961 -0.437 0.721 -0.2309
H -2.514 0.516 1.265 0.2305
H -3.669 -0.136 0.269 0.2041
H -2.702 1.169 -0.610 0.2581
H 1.931 0.918 -1.119 0.2274
H 2.932 -0.569 -1.413 0.2006
H 1.791 0.426 1.379 0.2045
H 2.423 -1.267 1.204 0.2118

***

Record 5
53
Properties=species:S:1:pos:R:3:nbo_charge:R:1 method="wB97M-V/def2-TZVPD" lumo_ev=-0.906 de_lowest_kj_mol=39.0 molar_mass_g_mol=1058.10 homo_energy_ev=-7.23 total_charge=0 spin_multiplicity=1
Ta -1.036 2.067 -0.053 1.7772
C 0.423 -5.371 -2.208 -0.6369
C 0.168 -4.171 -1.339 0.0068
C 1.112 -3.160 -1.219 -0.1618
C 0.870 -2.042 -0.429 -0.2086
C -0.329 -1.949 0.251 -0.3569
C -1.292 -2.951 0.153 -0.1615
C -1.037 -4.050 -0.641 -0.2119
S -0.721 -0.559 1.260 2.3537
O -1.891 0.068 0.597 -0.9398
O -0.857 -0.986 2.614 -0.8873
N 0.382 0.567 0.985 -1.0104
C 1.199 0.944 2.039 0.4630
C 2.294 0.172 2.408 -0.2366
C 3.119 0.574 3.433 -0.1052
C 2.854 1.771 4.084 -0.2436
C 1.765 2.506 3.693 0.0942
N 0.942 2.094 2.713 -0.3161
H 1.412 -5.328 -2.662 0.2188
H -0.317 -5.433 -3.007 0.2247
H 0.354 -6.293 -1.629 0.2285
H 2.048 -3.232 -1.758 0.2125
H 1.599 -1.243 -0.372 0.2421
H -2.229 -2.860 0.687 0.2406
H -1.783 -4.830 -0.726 0.2210
H 2.476 -0.737 1.854 0.2404
H 3.971 -0.031 3.714 0.2340
H 3.481 2.141 4.881 0.2401
H 1.531 3.443 4.168 0.2455
Se -3.506 2.730 0.421 -0.1615
Se -4.655 3.300 -1.538 -0.0370
Se -3.202 5.013 -2.071 -0.0163
Se -1.275 3.676 -2.085 -0.1587
Br -3.632 -0.269 -1.887 0.1647
C -1.849 -0.319 -2.463 0.1799
C -1.575 -1.173 -3.525 -0.2621
C -0.298 -1.218 -4.044 -0.1291
C 0.672 -0.402 -3.486 -0.2152
C 0.313 0.412 -2.439 0.1164
N -0.922 0.467 -1.909 -0.5099
C 1.325 1.333 -1.804 0.7708
O 2.508 1.189 -2.004 -0.5932
O 0.770 2.252 -1.076 -0.7465
H -2.375 -1.772 -3.932 0.2434
H -0.069 -1.870 -4.876 0.2291
H 1.696 -0.374 -3.830 0.2573
F 0.373 5.003 3.245 -0.3207
C -0.617 4.093 3.212 0.9280
F -0.791 3.630 4.463 -0.3209
F -1.723 4.706 2.832 -0.2814
C -0.323 2.939 2.220 0.6040
O 0.011 3.415 0.996 -0.7400
O -1.362 2.119 2.087 -0.7677

***

Record 6
30
Properties=species:S:1:pos:R:3:nbo_charge:R:1 method="wB97M-V/def2-TZVPD" lumo_ev="0.941 / 0.862" de_lowest_kj_mol=433.4 molar_mass_g_mol=157.26 homo_energy_ev="-7.08 / -7.36" total_charge=0 spin_multiplicity=1
C -2.391 0.571 -0.606 -0.4213
C -2.185 -0.960 -0.480 -0.2221
C -0.951 1.109 -0.688 -0.0691
C -0.835 2.515 -0.092 -0.6091
C 2.804 1.266 0.675 -0.6057
C -1.024 -1.766 1.576 -0.4042
C 1.284 -1.507 -1.328 -0.4500
C 2.388 -0.078 0.253 -0.2689
N -1.034 -1.053 0.314 -0.2657
N -0.290 0.082 0.196 -0.1812
N 1.513 -0.122 -0.819 -0.3175
H -3.037 0.767 -1.438 0.2168
H -2.774 0.841 0.374 0.1952
H -3.046 -1.316 0.013 0.1957
H -2.101 -1.434 -1.462 0.1847
H -0.514 1.057 -1.761 0.2126
H -1.049 2.257 0.941 0.2141
H -1.656 3.076 -0.638 0.2119
H 0.137 2.824 -0.234 0.2181
H 3.800 1.590 0.252 0.2122
H 2.109 2.040 0.850 0.2150
H 3.155 0.994 1.773 0.1978
H -0.494 -2.772 1.494 0.1846
H -0.410 -1.236 2.298 0.2289
H -2.024 -2.066 1.706 0.1985
H 1.224 -2.255 -0.436 0.1685
H 0.414 -1.574 -1.988 0.1971
H 2.115 -1.611 -1.951 0.2076
H 3.384 -0.587 -0.001 0.1856
H 1.957 -0.740 1.027 0.1700